Entry 1:
This record from OMol25 describes a molecular structure, C31H34N6O2SbScSe4. The level of theory is ωB97M-V/def2-TZVPD.

Geometry (Å):
Sc 1.68772 0.55566 -0.43583
C -3.71374 5.15525 2.09923
C -2.81132 4.06143 1.60215
C -3.27969 2.86589 1.13677
C -2.39713 1.85381 0.68488
C -2.94647 0.60781 0.25984
N -2.27732 -0.43125 -0.12661
C -2.90290 -1.69032 -0.54076
C -2.31527 -2.22957 -1.83521
C -0.88902 -2.75253 -1.72994
N -0.82203 -3.91819 -0.83373
C -0.65019 -4.04586 0.46254
C -0.30429 -3.19955 1.53682
C -0.54161 -3.81995 2.81328
C -0.21106 -3.24862 3.99508
C -0.44954 -3.90182 5.32767
C 0.48886 -2.01438 3.90698
C 0.79421 -1.37850 2.74259
C 1.75436 -0.26181 2.86851
N 2.38580 0.32686 1.94448
C 3.52502 1.15431 2.42559
C 4.09978 2.04464 1.35243
C 3.23731 3.24458 1.02611
N 1.85030 2.79636 0.83518
C 0.94335 3.58119 1.23560
C -0.50545 3.30377 1.16702
C -1.40430 4.23701 1.60988
C -0.99107 2.05981 0.67213
O -0.20658 1.14640 0.23876
C 0.34755 -1.91013 1.46513
O 0.55755 -1.29152 0.39756
H -4.76124 4.86459 2.02900
H -3.58236 6.07081 1.52006
H -3.50715 5.40077 3.14228
H -4.34839 2.67629 1.11254
H -4.03016 0.50554 0.25088
H -1.24976 -0.35094 -0.11716
H -3.97188 -1.50455 -0.64713
H -2.77341 -2.40650 0.27621
H -2.32498 -1.46240 -2.61278
H -2.97866 -3.02827 -2.17978
H -0.17020 -2.01698 -1.39029
H -0.56020 -3.09797 -2.70876
H -1.02009 -4.79370 -1.29593
H -0.83272 -5.07063 0.77467
H -1.01842 -4.79523 2.81904
H -1.09605 -4.77273 5.22479
H -0.92675 -3.21669 6.03027
H 0.48541 -4.23469 5.78201
H 0.85803 -1.57178 4.82924
H 2.01483 -0.04145 3.91172
H 4.29620 0.45542 2.75453
H 3.20315 1.72801 3.30311
H 4.29998 1.46497 0.44531
H 5.09645 2.38002 1.64459
H 3.57611 3.68217 0.08644
H 3.27397 3.99938 1.82076
H 1.20367 4.54748 1.68396
H -1.00700 5.17241 1.99733
Se 6.44943 1.00109 -1.27796
Sb 4.45829 0.29896 -2.42671
Se 2.71344 2.15869 -2.16193
Se 3.26331 -1.42715 -0.99996
Se 4.57249 -0.45343 -4.70076
N -1.26872 1.16341 -3.85572
C -0.78959 1.14774 -2.58761
N 0.08561 0.20504 -2.36992
C 0.22980 -0.44070 -3.60924
C 1.07610 -1.47937 -3.99445
C 0.99298 -1.91085 -5.30226
C 0.10671 -1.32931 -6.22348
C -0.71536 -0.27799 -5.86450
C -0.61991 0.14431 -4.54314
H -1.86207 1.87444 -4.24421
H -1.09069 1.89152 -1.87205
H 1.80403 -1.88196 -3.30150
H 1.67523 -2.68124 -5.63503
H 0.08985 -1.68956 -7.24341
H -1.37212 0.20223 -6.57722

Atomic forces in eV per Å
Sc 0.1 -0.1 0.4
C 0.0 0.0 0.0
C 0.3 0.0 0.0
C 0.0 0.0 0.0
C -0.4 -0.5 -0.2
C 0.1 0.5 0.1
N 0.0 -0.2 -0.1
C 0.2 0.2 0.2
C -0.1 0.0 -0.1
C 0.2 -0.3 0.2
N 0.0 0.0 -0.2
C 0.1 0.1 0.2
C -0.1 -0.3 -0.1
C 0.0 0.0 -0.1
C 0.2 0.2 0.0
C -0.1 0.0 0.0
C -0.1 -0.2 0.4
C 0.2 0.3 -0.2
C -0.2 -0.4 -0.1
N 0.0 0.3 -0.2
C -0.1 -0.2 0.0
C 0.2 0.1 -0.1
C -0.2 -0.1 0.0
N 0.2 0.1 -0.1
C -0.4 -0.1 0.0
C 0.4 0.0 -0.1
C -0.2 0.3 0.2
C 0.4 -0.2 0.0
O -0.8 0.3 0.2
C 0.1 0.2 0.2
O -0.2 -0.3 -0.1
H 0.0 0.0 0.0
H 0.0 0.0 0.0
H 0.0 0.0 0.0
H 0.0 0.0 0.0
H 0.0 0.0 0.0
H 0.0 0.0 0.0
H 0.0 0.0 0.0
H 0.0 0.0 -0.1
H 0.0 0.1 0.0
H 0.1 0.0 0.0
H -0.1 0.1 0.0
H 0.0 0.0 0.0
H 0.0 0.0 0.0
H 0.0 0.0 0.0
H 0.0 0.0 0.0
H 0.0 0.0 0.0
H 0.0 0.0 0.0
H 0.0 0.0 0.0
H 0.0 0.0 0.0
H 0.0 0.0 0.0
H 0.0 0.0 0.0
H 0.0 0.0 0.0
H -0.1 0.0 0.0
H 0.0 0.0 0.1
H 0.0 0.0 0.0
H 0.0 0.0 0.0
H 0.0 0.0 0.0
H 0.0 0.0 0.0
Se 0.0 0.0 0.0
Sb 0.3 0.0 -0.3
Se 0.1 0.0 -0.1
Se 0.0 0.1 0.1
Se -0.1 0.0 0.0
N 0.1 -0.1 0.1
C 0.0 0.1 -0.1
N 0.1 -0.1 -0.1
C 0.2 0.0 0.2
C 0.0 0.0 0.0
C 0.0 0.0 0.0
C 0.0 0.0 0.1
C 0.1 -0.1 0.0
C -0.3 0.3 -0.1
H 0.0 0.0 0.0
H 0.0 0.0 0.1
H 0.0 0.0 0.0
H 0.0 0.0 0.0
H 0.0 0.0 0.0
H 0.0 0.0 0.0

For the energy above the lowest of the compared OMol25 structures with the same formula, charge and spin, the calculation gives 121.3 kJ/mol.

***

Entry 2:
This record from OMol25 describes a molecular structure, C43H45OP2PdSSi. The level of theory is ωB97M-V/def2-TZVPD.

Geometry (Å):
Pd -0.34605 -0.40972 -0.49135
C -2.16831 -2.35019 -3.60929
Si -1.88688 -1.68804 -1.81129
C -2.02331 -3.20754 -0.61372
C -3.10770 -4.06731 -0.73748
C -3.17587 -5.25064 -0.02416
C -2.14191 -5.61190 0.82462
C -1.06613 -4.76093 0.98344
C -1.00485 -3.56327 0.27573
P 0.39031 -2.42647 0.60113
C 0.01619 -1.96066 2.32075
C 0.40174 -2.69149 3.44003
C 0.00967 -2.27293 4.69901
C -0.77928 -1.14449 4.84890
C -1.17872 -0.41767 3.73634
C -0.77308 -0.82070 2.47981
C 1.85202 -3.48225 0.66459
C 2.94332 -3.06896 1.42779
C 4.12424 -3.78227 1.38862
C 4.23578 -4.88920 0.55956
C 3.16087 -5.28838 -0.21977
C 1.97119 -4.58658 -0.17772
C -3.35229 -0.41720 -1.59904
C -4.66510 -0.84948 -1.74441
C -5.71235 0.04832 -1.86552
C -5.46324 1.41096 -1.86755
C -4.17087 1.86424 -1.68401
C -3.12381 0.95930 -1.52252
P -1.48003 1.59477 -1.06405
C -1.23010 2.95119 -2.23835
C -0.88453 4.25001 -1.87976
C -0.63789 5.18939 -2.86612
C -0.72606 4.84002 -4.20530
C -1.07351 3.54568 -4.56670
C -1.31008 2.60068 -3.58774
C -1.77135 2.38414 0.55031
C -0.62921 2.87286 1.18699
C -0.71472 3.47301 2.42508
C -1.94478 3.56202 3.06029
C -3.07608 3.04524 2.45171
C -2.99599 2.44896 1.20427
H -3.15712 -2.79214 -3.68298
H -1.43978 -3.10673 -3.88149
H -2.10982 -1.54922 -4.33981
H -3.91538 -3.81222 -1.40374
H -4.03016 -5.89944 -0.13993
H -2.17593 -6.54868 1.36113
H -0.25580 -5.02682 1.64874
H 1.00980 -3.57793 3.33000
H 0.31487 -2.83511 5.56843
H -1.08722 -0.83040 5.83314
H -1.80249 0.45664 3.84694
H -1.07192 -0.24245 1.58521
H 2.84942 -2.18734 2.04666
H 4.96300 -3.47058 1.99277
H 5.16437 -5.43541 0.51941
H 3.25485 -6.14064 -0.87553
H 1.12926 -4.89076 -0.78616
H -4.88264 -1.90508 -1.75815
H -6.72240 -0.31799 -1.97869
H -6.27280 2.11489 -1.99495
H -3.95150 2.92378 -1.65807
H -0.82543 4.52721 -0.83618
H -0.37407 6.20072 -2.59237
H -0.52804 5.57732 -4.96859
H -1.15049 3.27855 -5.61093
H -1.56397 1.57899 -3.84381
H 0.32837 2.76441 0.69174
H 0.17729 3.85947 2.89562
H -2.01734 4.02699 4.03042
H -4.03423 3.11594 2.94378
H -3.88568 2.04336 0.74503
C 4.40337 0.31819 2.61469
C 4.47608 1.73284 2.06187
C 3.24300 2.08989 1.24762
S 3.08639 0.97990 -0.23145
O 1.84200 0.19323 0.02416
C 2.54038 2.26732 -1.43311
C 3.71620 3.09109 -1.92287
C 4.84042 2.19671 -2.42739
H 5.27400 0.11627 3.23246
H 4.38633 -0.40024 1.79858
H 3.50617 0.18691 3.21648
H 5.37350 1.82950 1.44757
H 4.56879 2.44605 2.88368
H 3.29782 3.12633 0.92120
H 2.33193 1.92063 1.82155
H 1.77029 2.88065 -0.96133
H 2.08856 1.70316 -2.25242
H 4.09522 3.71996 -1.11553
H 3.36877 3.75135 -2.71851
H 5.22859 1.59682 -1.60741
H 5.65179 2.79366 -2.83358
H 4.48209 1.52792 -3.20701

Atomic forces in eV per Å
Pd 1.3 -0.1 -1.5
C 1.0 0.5 0.8
Si -0.9 0.5 1.6
C 0.3 0.5 -0.7
C -0.1 -0.2 0.1
C -0.1 0.0 0.0
C 0.0 0.0 0.1
C 0.0 0.0 0.0
C 0.2 -0.2 0.0
P -1.8 0.0 -0.4
C 0.2 0.2 -0.1
C 0.0 0.1 -0.1
C 0.0 -0.1 0.1
C -0.1 0.1 -0.1
C 0.0 0.0 0.1
C 0.1 0.1 -0.4
C 0.3 0.5 -0.4
C -0.2 0.0 0.0
C 0.1 -0.1 0.0
C 0.0 0.0 0.1
C 0.1 -0.1 -0.1
C -0.2 0.2 0.1
C 0.7 -0.6 -0.3
C -0.2 0.1 0.0
C -0.1 -0.1 0.0
C 0.0 0.2 0.0
C 0.1 0.0 -0.1
C 0.0 0.1 0.0
P -1.0 -1.3 0.1
C 0.5 -0.2 -0.1
C -0.1 -0.2 0.1
C 0.1 0.1 -0.2
C 0.0 0.0 0.1
C 0.0 0.0 -0.1
C 0.0 0.0 0.2
C 0.4 -0.1 0.0
C -0.1 -0.1 -0.2
C 0.1 0.0 0.1
C 0.0 0.0 0.0
C 0.0 0.1 0.1
C 0.0 0.0 -0.2
H -0.2 0.0 0.3
H 0.1 -0.1 0.0
H 0.0 0.2 -0.1
H -0.2 -0.1 -0.2
H -0.1 -0.1 0.0
H 0.0 -0.1 0.0
H 0.0 -0.1 0.1
H 0.1 -0.1 0.0
H 0.0 -0.1 0.1
H 0.0 0.0 0.1
H 0.0 0.1 0.0
H 0.0 -0.3 0.6
H 0.1 0.0 0.1
H 0.1 0.0 0.0
H 0.1 -0.1 0.0
H 0.0 -0.1 0.0
H 0.0 0.0 0.0
H -0.1 -0.2 -0.1
H -0.1 0.0 0.0
H -0.1 0.0 0.0
H -0.1 0.1 0.0
H 0.0 0.0 0.0
H 0.0 0.1 0.0
H 0.0 0.1 -0.1
H 0.0 0.0 0.0
H 0.0 0.0 -0.1
H 0.1 0.1 0.1
H 0.0 0.0 0.1
H 0.0 0.1 0.1
H -0.1 0.0 0.1
H 0.0 0.0 0.0
C 0.1 0.2 0.0
C 0.0 -0.1 0.1
C 0.5 -0.2 -0.4
S -0.6 1.4 0.2
O -0.3 -0.6 0.4
C 0.3 -0.2 0.2
C 0.1 -0.1 0.0
C 0.0 0.3 0.0
H 0.0 -0.1 0.1
H 0.0 -0.2 0.0
H -0.1 -0.1 0.1
H 0.0 0.1 0.0
H 0.0 0.0 0.0
H -0.1 0.1 -0.1
H -0.1 0.0 -0.1
H 0.0 -0.1 0.1
H 0.0 -0.1 0.1
H 0.0 0.1 0.0
H 0.0 0.1 0.0
H 0.2 -0.1 -0.1
H 0.1 0.0 0.0
H 0.0 -0.1 -0.1

Its total charge is +1.

***

Entry 3:
This record from OMol25 describes C6H10N2 in the gas phase. The level of theory is ωB97M-V/def2-TZVPD.

Geometry (Å):
C 0.68589 0.28038 2.21544
C 1.24559 0.30264 0.84351
C 0.53106 0.20057 -0.28812
C 1.16917 -0.01855 -1.62629
C -0.96407 0.20603 -0.23683
N -1.60186 0.37279 -1.50549
C -1.45054 -1.13282 0.59379
N -2.11252 -2.07048 0.58149
H 0.22264 1.23727 2.46594
H -0.15713 -0.46369 2.26202
H 1.44852 0.04924 2.95343
H 2.31731 0.17305 0.77059
H 0.81197 0.72308 -2.33994
H 2.25103 0.05167 -1.54800
H 0.92324 -1.00684 -2.01873
H -1.31296 0.99895 0.43196
H -1.40250 -0.39126 -2.13970
H -2.60483 0.48800 -1.41507

Atomic forces in eV per Å
C -1.2 -0.1 0.0
C 0.0 -0.8 -0.9
C 0.7 0.0 0.5
C 0.0 0.2 0.0
C -0.6 -0.7 1.8
N 0.0 -0.3 0.3
C 0.0 1.8 -2.6
N -0.1 -0.8 0.7
H 0.1 0.1 0.2
H 0.9 0.5 0.3
H -0.1 0.0 0.1
H 0.1 0.2 -0.2
H 0.1 0.0 -0.1
H 0.0 0.0 0.0
H 0.0 -0.1 0.0
H 0.1 0.0 -0.2
H -0.1 0.0 0.0
H 0.2 -0.1 0.0

For the energy above the lowest of the compared OMol25 structures with the same formula, charge and spin, the calculation gives 151.0 kJ/mol. The SMILES is C/C=C(/C)[C@@H](N)C#N.

***

Let's list HOMO level in order: -5.7, -10.8, -9.3 eV.
Let's list LUMO level in order: -1.39, -3.00, 0.81 eV.
Let's list E_tot in order: -334363.38058, -88135.69569, -9362.87250 eV.